# 1
Density functional theory data (the ωB97M-V functional and the def2-TZVPD basis) for 2 unconnected molecules or ions with the total composition CH2N4O3 in a non-equilibrium geometry.

Results
Energy relative to the best compared isomer or geometry (same formula, charge and spin) (kcal/mol): 81.03
HOMO level (alpha / beta) (eV): -10.287 / -11.805
E_LUMO (alpha / beta) (eV): -1.7995 / -2.5092

```
10
CH2N4O3 (the ωB97M-V functional and the def2-TZVPD basis)
O 0.402 1.360 0.202
N 0.085 -0.718 0.703
O 2.294 -0.854 0.945
H 1.112 1.563 0.924
N -3.215 -0.717 0.310
O 1.473 -1.519 -0.920
N 1.396 -1.072 0.184
C -2.064 -0.845 0.207
N -0.857 -1.130 -0.107
H -0.724 -1.659 -1.007
```

Okay, here come the Mulliken numbers, in e, for every atom:
1 O -0.425
2 N -0.428
3 O -0.530
4 H 0.347
5 N -0.356
6 O -0.643
7 N 1.247
8 C 0.428
9 N 0.053
10 H 0.307

***

# 2
Density functional theory data (the ωB97M-V functional and the def2-TZVPD basis) for a molecular structure, C22H22N4O2PtS3Sb.

Results
Charge: +1
Energy relative to the best compared isomer or geometry (same formula, charge and spin) (kcal/mol): 0.00
HOMO level (eV): -10.622
E_LUMO (eV): -3.9305

```
55
C22H22N4O2PtS3Sb (the ωB97M-V functional and the def2-TZVPD basis)
C 4.762 0.697 -0.840
C -4.977 -2.081 -0.526
H 2.597 -2.870 -1.926
C -3.686 5.521 -1.346
H -5.387 0.012 -0.398
H 6.879 0.978 -0.734
Sb 0.951 -2.827 0.179
H -4.621 1.795 -0.461
C -3.296 -0.418 -0.165
C -1.963 3.730 -0.111
Pt -0.436 -0.630 0.206
N -1.547 1.119 0.240
C 6.002 0.976 1.221
H 6.950 1.128 1.719
H -6.010 -2.358 -0.684
N -3.665 2.001 -0.232
H -4.360 6.215 -1.827
C 5.960 0.889 -0.169
S -0.889 2.622 0.755
C -3.981 -3.038 -0.491
C 3.663 0.668 1.290
H 0.666 -5.239 1.277
N 1.329 0.357 0.434
S 2.035 0.578 1.942
C -4.101 4.218 -1.103
C -2.677 -2.640 -0.260
H -1.882 -3.367 -0.208
C 1.727 -3.476 -1.682
H -0.875 -4.397 1.478
C 3.602 0.587 -0.089
C 4.842 0.875 1.978
H -0.452 -5.132 -0.089
H 2.018 -4.519 -1.567
C 2.221 0.357 -0.585
H 3.390 -2.249 1.171
O 1.794 -0.602 2.726
O 1.666 1.844 2.496
H 4.862 0.952 3.056
N -2.329 -1.365 -0.071
H -0.543 5.327 -0.096
H 2.451 -3.124 2.384
H -5.091 3.894 -1.399
C 2.705 -3.077 1.329
H 3.152 -4.011 0.991
C -2.807 0.981 -0.038
C -3.242 3.334 -0.475
C -2.411 5.922 -0.982
S 1.815 0.066 -2.150
C -4.623 -0.750 -0.368
C -0.066 -4.604 0.781
H -4.199 -4.086 -0.633
C -1.543 5.022 -0.379
H 0.993 -3.374 -2.478
H 4.713 0.634 -1.919
H -2.085 6.935 -1.172
```

Okay, here come the Mulliken numbers, in e, for every atom:
1 C -0.733
2 C -0.549
3 H 0.358
4 C -0.627
5 H 0.323
6 H 0.411
7 Sb 0.688
8 H 0.060
9 C 1.026
10 C 0.726
11 Pt 0.434
12 N -0.356
13 C -0.529
14 H 0.423
15 H 0.455
16 N -0.090
17 H 0.390
18 C -0.531
19 S -0.012
20 C -0.977
21 C 0.269
22 H 0.414
23 N -0.124
24 S 1.211
25 C -0.597
26 C 0.301
27 H 0.265
28 C -1.277
29 H 0.422
30 C 0.473
31 C -0.875
32 H 0.445
33 H 0.421
34 C 0.223
35 H 0.325
36 O -0.601
37 O -0.696
38 H 0.487
39 N 0.088
40 H 0.445
41 H 0.390
42 H 0.346
43 C -1.269
44 H 0.494
45 C 0.382
46 C 0.073
47 C -0.642
48 S -0.231
49 C -0.655
50 C -1.452
51 H 0.431
52 C -0.589
53 H 0.369
54 H 0.451
55 H 0.395

***

> What is the energy relative to the best compared isomer or geometry (same formula, charge and spin) in the first record?

81.03 kcal/mol